(1)
The following is a quantum chemistry calculation of a molecular structure, C9H18F9O12S6Zn in a non-equilibrium geometry, from the OMol25 dataset.

Computed properties:
Total energy, hartree: -6323.501049
Orbital gap, eV: 2.08
Lowest unoccupied orbital energy, Eh: -0.173
Energy above the lowest of the compared OMol25 structures with the same formula, charge and spin, eV: 14.3874

ORCA input file:
```
! wB97M-V def2-TZVPD RIJCOSX def2/J DEFGRID3
* xyz -1 1
Zn 10.46 -4.47 4.04
C 10.51 -11.86 4.19
F 9.90 -12.90 4.58
F 11.78 -11.95 4.54
F 10.47 -11.66 2.88
S 9.63 -10.36 4.99
O 10.01 -9.11 4.31
O 8.16 -10.52 4.79
O 10.05 -10.42 6.42
C 8.85 -3.01 10.82
F 8.97 -4.12 11.59
F 8.17 -2.14 11.46
F 10.17 -2.63 10.52
S 7.93 -3.39 9.19
O 8.94 -3.89 8.23
O 6.87 -4.37 9.52
O 7.34 -2.12 8.69
C 12.80 -1.93 -1.73
F 14.07 -2.14 -1.38
F 12.33 -0.91 -0.96
F 12.71 -1.66 -3.04
S 11.58 -3.44 -1.36
O 11.99 -4.69 -2.04
O 11.68 -3.71 0.08
O 10.28 -2.86 -1.74
C 17.07 -3.84 3.68
S 15.96 -5.07 4.48
O 14.48 -4.52 4.55
C 15.81 -6.43 3.20
H 16.60 -3.48 2.76
H 18.06 -4.21 3.41
H 17.27 -2.97 4.30
H 15.52 -5.99 2.24
H 15.01 -7.12 3.45
H 16.70 -7.05 3.18
C 3.46 -5.11 3.90
S 4.53 -4.66 2.51
O 6.03 -4.85 2.87
C 4.17 -6.12 1.44
H 2.51 -5.39 3.45
H 3.50 -4.42 4.74
H 3.88 -6.02 4.33
H 4.31 -7.09 1.91
H 4.83 -6.05 0.57
H 3.13 -6.09 1.11
C 12.70 1.32 6.47
S 11.73 1.17 4.90
O 10.94 -0.14 4.89
C 10.44 2.35 5.41
H 12.07 1.00 7.30
H 13.15 2.30 6.62
H 13.56 0.66 6.29
H 10.04 2.10 6.39
H 9.66 2.40 4.65
H 10.97 3.30 5.49
*
```

=====

(2)
The following is a quantum chemistry calculation of a molecular structure, C5H6O, from the OMol25 dataset.

Computed properties:
Total energy, hartree: -269.195758
Orbital gap, eV: 9.18
Lowest unoccupied orbital energy, Eh: 0.029
Energy above the lowest of the compared OMol25 structures with the same formula, charge and spin, eV: 4.0948

ORCA input file:
```
! wB97M-V def2-TZVPD RIJCOSX def2/J DEFGRID3
* xyz 0 1
C -1.34 -1.30 -0.86
C -0.25 -0.54 -0.22
C 0.70 -0.40 0.58
C 1.58 0.55 1.08
C 0.14 1.26 0.02
O -0.68 1.93 0.60
H -1.49 -2.25 -0.34
H -1.10 -1.51 -1.91
H -2.27 -0.73 -0.83
H 2.60 0.57 0.70
H 1.41 0.95 2.07
H 0.70 1.46 -0.89
*
```

=====

(3)
The following is a quantum chemistry calculation of C4H5ClO2 in the gas phase in a non-equilibrium geometry, from the OMol25 dataset.

Computed properties:
Total energy, hartree: -765.977280
Orbital gap, eV: 10.70
Lowest unoccupied orbital energy, Eh: 0.007
Energy above the lowest of the compared OMol25 structures with the same formula, charge and spin, eV: 2.0718
Structure (SMILES): O=C1OCC[C@H]1Cl

ORCA input file:
```
! wB97M-V def2-TZVPD RIJCOSX def2/J DEFGRID3
* xyz 0 1
O -1.70 2.27 -0.35
C -0.92 1.19 -0.42
O -1.13 -0.14 -1.05
C -0.28 -1.26 -0.52
C 0.29 -0.53 0.88
C 0.59 1.00 0.28
Cl 1.95 1.03 -1.01
H -0.78 -2.32 -0.41
H 0.52 -1.41 -1.38
H -0.63 -0.43 1.60
H 1.23 -1.14 1.21
H 0.85 1.75 1.18
*
```

=====

(4)
The following is a quantum chemistry calculation of 7 unconnected molecules or ions with the total composition C29H58B2F8N9O in a non-equilibrium geometry, from the OMol25 dataset.

Computed properties:
Total energy, hartree: -2555.939157
Orbital gap, eV: 7.35
Lowest unoccupied orbital energy, Eh: -0.239

ORCA input file:
```
! wB97M-V def2-TZVPD RIJCOSX def2/J DEFGRID3
* xyz 3 1
C -6.51 3.80 0.85
C -5.75 2.47 0.92
N -4.33 2.64 1.18
C -3.35 3.05 0.29
C -2.15 2.96 0.92
N -2.42 2.65 2.24
C -3.72 2.46 2.38
C -1.45 2.58 3.34
H -6.61 4.30 1.82
H -7.51 3.54 0.50
H -6.10 4.56 0.19
H -5.88 1.92 0.00
H -6.20 1.86 1.70
H -3.60 3.26 -0.73
H -1.12 3.08 0.67
H -4.29 2.26 3.27
H -0.57 2.00 3.11
H -1.86 2.18 4.26
H -1.20 3.59 3.68
C 5.08 -2.06 -3.59
C 5.05 -2.87 -2.27
N 3.76 -2.84 -1.61
C 2.93 -1.73 -1.48
C 1.77 -2.14 -0.89
N 1.87 -3.50 -0.71
C 3.04 -3.89 -1.20
C 0.79 -4.37 -0.28
H 4.39 -2.53 -4.30
H 6.09 -2.25 -3.95
H 4.96 -0.98 -3.53
H 5.76 -2.34 -1.63
H 5.29 -3.93 -2.36
H 3.27 -0.77 -1.81
H 0.91 -1.58 -0.55
H 3.28 -4.94 -1.30
H 0.00 -3.78 0.18
H 1.11 -5.14 0.42
H 0.37 -4.93 -1.12
C 1.41 2.00 -2.47
C 2.09 3.14 -3.22
N 2.35 4.27 -2.31
C 1.40 5.10 -1.77
C 2.01 6.01 -1.00
N 3.36 5.83 -1.14
C 3.54 4.72 -1.87
C 4.35 6.55 -0.37
H 2.07 1.38 -1.86
H 0.99 1.37 -3.26
H 0.52 2.35 -1.96
H 1.53 3.56 -4.05
H 3.05 2.75 -3.56
H 0.33 4.95 -1.76
H 1.55 6.78 -0.40
H 4.48 4.22 -2.05
H 5.36 6.28 -0.67
H 4.33 6.21 0.66
H 4.26 7.63 -0.50
C -2.50 -2.78 -2.52
C -2.21 -3.83 -3.57
N -3.40 -4.65 -3.91
C -3.51 -5.64 -4.89
C -4.74 -6.20 -4.77
N -5.39 -5.56 -3.72
C -4.52 -4.70 -3.20
C -6.76 -5.79 -3.29
H -1.62 -2.14 -2.43
H -2.75 -3.10 -1.51
H -3.25 -2.06 -2.86
H -1.47 -4.56 -3.23
H -1.86 -3.40 -4.50
H -2.69 -5.72 -5.58
H -5.27 -6.90 -5.38
H -4.73 -4.09 -2.34
H -7.16 -4.96 -2.71
H -6.79 -6.70 -2.70
H -7.42 -5.89 -4.15
C 2.95 -0.65 1.88
N 2.63 0.42 2.85
C 3.92 1.06 3.27
C 1.77 1.40 2.09
C 1.86 -0.15 4.03
C 1.54 0.85 5.11
O 2.77 1.04 5.82
H 2.05 -1.08 1.42
H 3.60 -1.42 2.29
H 3.46 -0.24 1.01
H 3.65 2.03 3.68
H 4.59 1.15 2.42
H 4.39 0.50 4.08
H 0.89 0.83 1.78
H 2.26 1.73 1.18
H 1.44 2.20 2.75
H 2.45 -0.94 4.48
H 0.98 -0.58 3.54
H 0.79 0.43 5.76
H 1.15 1.81 4.77
H 2.54 1.51 6.64
B -1.33 -0.48 0.51
F -0.95 0.55 -0.38
F -2.72 -0.48 0.65
F -0.99 -1.76 -0.01
F -0.73 -0.34 1.76
B -0.19 -0.90 5.79
F -0.26 -0.11 4.59
F 0.64 -0.37 6.80
F -1.51 -0.95 6.30
F 0.30 -2.15 5.41
*
```

=====

(5)
The following is a quantum chemistry calculation of 5 unconnected molecules or ions with the total composition C2H16NO4S in a non-equilibrium geometry, from the OMol25 dataset.

Computed properties:
Total energy, hartree: -839.454594
Orbital gap, eV: 9.45
Lowest unoccupied orbital energy, Eh: -0.107
Energy above the lowest of the compared OMol25 structures with the same formula, charge and spin, eV: 0.3801

ORCA input file:
```
! wB97M-V def2-TZVPD RIJCOSX def2/J DEFGRID3
* xyz 1 1
C -0.43 -0.67 0.35
C 0.70 -1.59 0.60
S 0.12 -3.04 1.59
N 0.04 0.75 0.04
H -1.14 -0.56 1.18
H -1.09 -0.96 -0.47
H 1.55 -1.16 1.17
H 1.20 -2.06 -0.24
H 0.26 -4.00 0.61
H -0.61 1.32 -0.50
H 0.95 0.89 -0.43
H 0.26 1.20 0.93
H 1.32 2.62 -2.14
H 2.48 2.37 -1.15
O 1.51 2.44 -1.21
H -4.04 0.75 -1.85
H -3.79 0.85 -0.38
O -3.32 0.78 -1.23
H 3.76 -0.85 1.55
H 3.98 0.56 0.81
O 3.38 -0.18 0.99
H -2.79 2.47 -1.95
H -2.38 3.86 -2.32
O -2.07 3.11 -1.81
*
```

=====

(6)
The following is a quantum chemistry calculation of a molecular structure, C40H60GeN5P3PdS in a non-equilibrium geometry, from the OMol25 dataset.

Computed properties:
Total energy, hartree: -5459.900285
Orbital gap (alpha / beta), eV: 7.14 / 4.28
Lowest unoccupied orbital energy (alpha / beta), Eh: -0.267 / -0.402

ORCA input file:
```
! wB97M-V def2-TZVPD RIJCOSX def2/J DEFGRID3
* xyz 3 6
Pd -0.19 1.48 -0.29
C -1.67 4.06 2.40
C -2.01 2.55 2.79
C -1.43 2.17 4.28
P -1.78 1.33 1.38
C -1.45 -0.30 2.27
N -0.81 -1.39 1.55
Ge 0.06 -0.98 -0.08
N 1.99 -1.30 -0.09
C 2.85 -0.11 -0.21
P 2.11 1.38 0.64
C 2.98 1.17 2.32
C 2.45 2.26 3.30
C 2.87 -0.33 2.80
C 3.12 2.95 0.14
C 1.98 3.89 -0.37
C 4.25 2.96 -0.93
C 2.43 -2.55 -0.38
C 3.72 -2.82 -0.86
C 4.03 -3.97 -1.50
C 3.08 -4.99 -1.56
C 1.79 -4.79 -1.14
C 1.46 -3.66 -0.47
N 0.21 -3.36 0.15
C 0.15 -3.57 1.56
C 0.61 -4.68 2.29
C 0.08 -4.94 3.51
C -0.70 -4.05 4.18
C -1.10 -2.86 3.60
C -0.57 -2.54 2.26
C -0.96 -3.78 -0.55
C -1.55 -5.02 -0.33
C -2.63 -5.39 -1.11
C -3.21 -4.49 -2.00
C -2.69 -3.24 -2.17
C -1.47 -2.86 -1.52
N -0.80 -1.65 -1.68
C -1.20 -0.68 -2.69
P -0.52 1.06 -2.50
C -1.86 1.91 -3.50
C -1.65 3.30 -4.10
C -2.53 0.96 -4.57
C 1.17 0.91 -3.46
C 1.50 -0.48 -3.95
C 1.19 1.84 -4.69
C -3.54 1.13 0.74
C -4.67 0.37 1.51
C -3.95 2.47 0.13
H -2.40 4.81 2.82
H -1.58 4.17 1.29
H -0.66 4.46 2.73
H -3.09 2.52 3.03
H -0.37 2.13 4.59
H -1.90 1.17 4.58
H -1.78 2.91 5.04
H -2.37 -0.79 2.71
H -0.81 0.10 3.15
H 3.09 0.24 -1.22
H 3.84 -0.44 0.30
H 4.05 1.34 1.97
H 1.39 2.06 3.48
H 2.57 3.27 2.77
H 2.94 2.30 4.24
H 1.75 -0.57 2.62
H 2.96 -0.41 3.86
H 3.59 -1.02 2.28
H 3.57 3.29 1.07
H 1.43 3.42 -1.20
H 2.43 4.83 -0.70
H 1.33 4.12 0.46
H 3.80 2.56 -1.87
H 5.18 2.41 -0.64
H 4.46 4.02 -1.20
H 4.50 -2.09 -0.68
H 4.93 -4.06 -2.11
H 3.43 -5.94 -1.91
H 1.04 -5.60 -1.31
H 1.12 -5.46 1.76
H 0.42 -5.83 4.03
H -0.98 -4.35 5.16
H -1.50 -2.04 4.11
H -1.15 -5.62 0.54
H -3.12 -6.34 -0.99
H -4.07 -4.78 -2.62
H -3.26 -2.56 -2.81
H -2.28 -0.46 -2.52
H -1.08 -0.91 -3.78
H -2.54 2.07 -2.61
H -1.27 3.29 -5.15
H -0.88 3.90 -3.59
H -2.57 3.84 -3.96
H -3.29 1.60 -5.01
H -3.04 0.05 -4.15
H -1.90 0.49 -5.33
H 1.91 1.28 -2.67
H 0.84 -0.94 -4.72
H 1.47 -1.25 -3.21
H 2.51 -0.55 -4.36
H 2.20 1.80 -5.03
H 0.74 2.79 -4.52
H 0.48 1.35 -5.36
H -3.17 0.55 -0.11
H -4.83 0.96 2.42
H -4.33 -0.70 1.80
H -5.60 0.28 0.90
H -4.66 2.39 -0.70
H -3.10 3.00 -0.25
H -4.57 3.12 0.87
S 1.03 4.84 6.34
C 1.06 4.78 4.70
N 0.95 4.84 3.53
*
```